36
Properties=species:S:1:pos:R:3:forces:R:3:lowdin_charge:R:1 method="wB97M-V/def2-TZVPD" gap_ev="2.33 / 9.45" charge=-1 multiplicity=2 s_squared=0.7504 de_lowest_kj_mol=268.5 fmax_ha_per_bohr=0.0435
O -1.70633 -1.72898 0.16350 1.1673 0.5598 -0.4799 -0.276
H -2.65932 -1.74467 0.25173 -1.2502 0.0265 0.1794 -0.053
H -1.41434 -2.54569 0.56840 0.0411 -0.8394 0.4214 -0.014
O 0.48093 -0.14325 -0.07863 0.9992 0.0263 -0.3738 -0.089
H -0.23900 -0.72147 0.17356 -1.0231 -0.3817 0.0894 -0.027
H 0.41603 0.59766 0.52394 -0.1528 0.4943 0.3279 -0.013
C 1.34990 2.93224 0.36162 0.2697 0.8917 0.4781 -0.145
O 0.63003 2.20204 1.33099 -0.2525 -0.2223 -0.1413 -0.138
H 1.17200 2.48966 -0.61847 0.2316 -0.0693 0.1757 0.088
H 1.07226 3.98610 0.34183 -0.5610 0.0977 -0.1924 0.073
H 2.40130 2.99866 0.64132 0.3170 -0.5559 -0.3367 0.071
H 0.41389 2.71085 2.11584 0.1178 -0.0861 0.0035 0.072
C 0.73493 -3.44789 -2.12746 0.4095 0.3434 -0.0457 -0.198
O 1.54377 -2.48443 -1.47075 -0.0934 -0.1066 -0.2793 -0.138
H -0.10418 -3.75720 -1.50431 0.1492 -0.4297 0.1106 0.053
H 0.29528 -3.08022 -3.05461 0.0069 0.2598 -0.2158 0.063
H 1.43722 -4.23604 -2.39896 -0.3996 -0.3885 0.1742 0.070
H 0.98078 -1.75772 -1.19408 0.0547 0.3582 0.1851 0.015
C -2.37330 1.57855 2.70013 -1.0436 0.0323 -0.3970 -0.202
O -1.44063 2.20047 3.57583 0.4112 -0.4663 0.1721 -0.129
H -3.27902 2.18134 2.63359 -0.0539 0.2566 -0.2271 0.066
H -2.01954 1.35531 1.69360 0.4050 0.3283 -0.0138 0.054
H -2.75255 0.62054 3.05576 0.6096 0.0038 0.6234 0.061
H -1.33530 3.12790 3.35132 -0.3724 -0.0441 -0.1428 0.060
C 3.86219 -0.28991 0.63234 -0.6282 -0.4064 0.5920 -0.149
O 2.89699 -0.82213 1.58240 1.5535 0.3963 -0.5880 -0.139
H 3.89712 0.79935 0.65178 -0.1222 0.1792 0.0773 0.054
H 4.85830 -0.64674 0.89417 -0.1210 -0.1254 0.3229 0.066
H 3.69559 -0.60674 -0.39720 -0.3913 -0.1384 0.0008 0.068
H 2.01607 -0.58610 1.28262 -0.2807 -0.0079 -0.4775 0.021
C -2.19406 -0.01797 -2.78412 -0.4094 -1.3474 0.8006 -0.200
O -3.60987 -0.40554 -2.66466 1.3400 1.1162 -1.4045 -0.204
H -1.69157 -0.12073 -3.74592 -1.0947 -0.0239 -0.7415 0.059
H -1.97618 0.99598 -2.44865 -0.2656 -0.0722 0.3763 0.060
H -1.66102 -0.78351 -2.22028 0.3352 0.5399 0.5681 0.034
H -3.69839 -0.84971 -1.81820 0.0971 -0.1989 0.3786 0.003

6
Properties=species:S:1:pos:R:3:forces:R:3:lowdin_charge:R:1 method="wB97M-V/def2-TZVPD" gap_ev=10.20 smiles=N#COP de_lowest_kj_mol=145.4 fmax_ha_per_bohr=0.0465
N -0.55620 1.35334 1.67732 0.6730 0.3864 0.1161 0.149
C 0.04309 0.46800 1.24228 -1.1937 -0.2036 0.4227 -0.487
O 0.37363 -0.67327 0.73323 0.5651 0.7176 -0.4855 -0.350
P -0.07090 -0.84458 -0.90297 -0.6213 -2.2420 -0.5522 0.867
H -0.91187 0.25875 -1.14540 0.6285 0.5019 0.1902 -0.080
H 1.12224 -0.56224 -1.60446 -0.0516 0.8397 0.3087 -0.098

15
Properties=species:S:1:pos:R:3:forces:R:3:lowdin_charge:R:1 method="wB97M-V/def2-TZVPD" gap_ev=10.42 charge=+1 de_lowest_kj_mol=461.8 fmax_ha_per_bohr=0.0917
C -0.41891 1.87938 -1.31983 3.9332 -0.9581 0.9020 0.140
C 0.54215 -0.24477 -0.00856 -0.9572 -2.3029 1.6259 0.004
C -1.92622 0.78906 0.34579 1.6414 -0.4329 -1.4994 0.003
C 2.10552 -1.88148 0.35823 1.3457 0.1292 -4.2873 -0.058
N -0.69797 1.05548 -0.40428 4.2194 -1.7833 0.0174 -0.091
N 1.68643 -0.64856 -0.31132 -3.2523 3.3847 -0.4374 0.022
H 0.69671 1.93209 -1.68941 -2.4487 -0.3908 0.3900 0.169
H -1.06856 2.63495 -1.56217 -1.7535 1.6635 -0.8667 0.085
H -0.04545 -0.89636 0.71834 -0.1252 1.4124 -0.8386 0.138
H -2.14796 -0.16328 -0.17919 -1.1716 0.3399 1.4611 0.133
H -2.53359 1.62284 0.16537 -1.5914 0.7709 -0.7896 0.086
H -1.73304 0.88892 1.40461 0.2494 -1.0665 0.2882 0.114
H 1.35840 -2.54003 0.64836 -1.7529 -1.0762 0.3175 0.065
H 2.63740 -1.58542 1.17267 1.9860 0.6093 2.1854 0.065
H 2.73823 -2.29575 -0.47706 -0.3224 -0.2992 1.5317 0.124

17
Properties=species:S:1:pos:R:3:forces:R:3:lowdin_charge:R:1 method="wB97M-V/def2-TZVPD" gap_ev=9.01 smiles="NC(O)=C(F)F.[H]/N=C/C" de_lowest_kj_mol=173.5 fmax_ha_per_bohr=0.0728
C 0.02383 2.03410 -0.06287 0.2051 -1.0725 0.8467 -0.401
C -0.36612 -1.32823 -0.32821 -1.0020 0.0013 -0.8329 -0.106
C 0.54581 -1.36539 0.78856 2.0434 -2.1878 2.2445 -0.296
C 0.09668 1.93026 1.28957 -1.8406 0.8768 0.7340 -0.276
N -1.17172 2.00831 -0.78836 -1.5053 1.5711 3.0017 0.114
N 1.65909 -0.74665 0.81930 -1.3385 0.3427 -1.8075 0.097
O 1.13756 1.97686 -0.85298 1.0074 -0.9717 0.3140 0.028
F 1.18624 1.97087 2.03142 0.5892 -0.0275 -0.4334 0.104
F -0.97853 2.05327 2.22131 1.3488 -0.3958 -2.3868 0.016
H -1.19343 -0.73085 -0.02189 -1.1848 0.2416 0.2136 0.068
H -0.70408 -2.29131 -0.70030 -0.1541 -0.3379 0.6267 0.085
H -0.02025 -0.85460 -1.20372 1.0216 0.8840 -0.8431 0.061
H 0.23159 -2.16147 1.59381 0.6214 1.5631 -1.0143 0.141
H -1.86599 2.69194 -0.38171 0.9718 -1.2532 -1.0483 0.128
H -1.14412 1.97319 -1.77059 0.4761 0.1792 -1.0156 0.075
H 2.30608 -0.89226 1.55449 0.0994 -0.4112 1.2552 0.041
H 1.77731 1.23680 -0.60928 -1.3590 0.9978 0.1455 0.123

105
Properties=species:S:1:pos:R:3:forces:R:3:lowdin_charge:R:1 method="wB97M-V/def2-TZVPD" gap_ev=7.24 charge=+1 fmax_ha_per_bohr=0.1124
C -0.59276 5.34568 -3.48308 1.1537 -0.0731 0.2714 -0.116
C 0.23136 5.24551 -2.08588 -0.2602 1.6402 -0.4687 -0.242
C 1.78771 4.96791 -2.37045 -0.2447 -0.4417 0.0209 -0.154
C 2.24932 3.44371 -2.01441 0.1619 2.6402 0.3124 -0.165
O 1.10079 2.58763 -2.21896 0.8196 -1.3480 0.9857 -0.137
C 1.41985 1.19347 -2.16683 1.0604 -0.2453 -2.3544 -0.342
C 2.13365 0.84598 -3.57582 -0.0875 -0.7197 -0.3577 -0.122
C 1.64206 1.73252 -4.81493 2.1256 -0.3154 -0.9601 -0.653
C 2.64402 1.36764 -6.05494 -1.2377 0.4526 -0.0379 -0.134
Cl -0.05092 1.34600 -5.41350 0.9459 0.4062 0.7811 0.569
N 0.10295 0.44174 -2.31617 -0.5807 -0.2872 3.8588 0.168
C 0.07991 -0.70556 -1.41722 2.7605 3.5282 -2.1918 -0.137
N -0.99754 -1.42369 -1.08958 1.3074 -0.1556 0.7822 -0.017
C -0.82060 -2.56043 -0.10948 -0.2305 -1.1849 -0.2259 -0.012
C -1.87803 -2.53180 1.08662 -3.8747 -0.6495 0.6628 -0.340
O -3.04811 -2.97184 1.04237 4.8862 1.7806 -0.5966 0.128
O -1.45502 -1.99316 2.37598 0.7761 -3.2329 -1.1896 0.024
C -1.08420 -3.14665 3.18352 1.3487 -0.6834 5.0064 -0.331
C -0.88745 -4.62127 2.58239 -0.5192 -0.0648 -0.3740 0.017
O -0.85786 -3.00538 4.41454 -1.3914 0.3352 -5.5979 0.061
C -2.37182 -1.22059 -1.61160 -1.6436 0.3486 -1.1106 -0.555
Cl -2.43150 -1.10658 -3.47016 0.5168 -0.8039 1.5796 0.590
C -3.16437 0.05587 -1.04100 -1.0449 -0.0703 0.9394 -0.616
C -2.69546 0.59911 0.39175 -0.4685 1.3445 -0.2701 -0.114
Cl -3.26081 1.48285 -2.23911 0.2964 -0.9436 1.1597 0.552
N 1.48533 -0.84416 -1.00424 -1.8830 -1.2635 -0.9705 0.001
C 2.29780 -1.91779 -1.65023 0.9811 -2.2466 0.1999 -0.186
N 1.46965 -3.07208 -2.16110 0.9726 0.8660 0.1144 -0.113
C 1.80031 -3.37752 -3.59402 0.0388 -1.0462 -0.5686 -0.112
C 2.11965 0.53618 -0.89327 0.1933 -0.2140 1.2682 -0.218
C 1.71166 0.94821 0.60382 -1.0851 0.3112 1.1237 -0.087
C 0.43747 1.91344 0.75130 1.1625 0.5599 0.4524 -0.081
C -0.21293 1.88001 2.22209 -3.2698 1.6989 1.1187 -0.387
N 0.27998 1.00105 3.30714 -0.1018 1.0409 -1.7425 0.098
O -1.19163 2.63839 2.50270 3.7738 -2.2630 -1.5699 0.017
C 3.73609 0.44097 -0.81790 0.8799 -0.7326 -0.5493 -0.152
O 4.37353 1.70105 -0.52832 -0.6789 -0.7008 0.3702 -0.247
C 5.43584 1.57007 0.45332 0.2922 0.5334 -0.0394 -0.081
H -0.08540 6.17370 -4.11375 -0.9525 -1.2645 1.0237 0.086
H -1.69277 5.60736 -3.33852 1.5191 -0.5170 -0.1984 0.077
H -0.43669 4.36960 -4.05763 -0.5797 1.2355 0.7137 0.056
H -0.25372 4.55159 -1.32168 0.7802 0.6992 -1.1862 0.097
H 0.16830 6.30900 -1.63039 0.0859 -1.7473 -0.5670 0.112
H 2.41514 5.67373 -1.72867 -0.7270 -1.0579 -0.8814 0.114
H 2.01694 5.23015 -3.47511 -0.3846 -0.5589 1.7627 0.116
H 2.55912 3.48085 -0.90443 -0.3651 -0.5775 -1.7348 0.130
H 3.14480 3.22749 -2.68770 -1.2135 -0.2963 1.0192 0.137
H 3.27406 0.89255 -3.55550 -1.5438 0.2091 0.1195 0.116
H 1.85976 -0.24930 -3.83361 0.4946 1.7878 0.3580 0.110
H 1.75943 2.86378 -4.66928 -0.6016 -1.7929 0.1571 0.103
H 3.72101 1.33487 -5.67224 -1.4891 0.0790 -0.7815 0.083
H 2.30714 0.38151 -6.54532 0.7642 1.3993 0.9429 0.080
H 2.47793 2.18916 -6.85257 0.5806 -1.3665 1.2925 0.093
H -0.55376 1.22220 -2.13659 -0.7990 -1.0255 -0.5958 0.100
H 0.23803 -2.63176 0.30347 -1.4729 0.5952 -0.6616 0.139
H -1.01021 -3.51842 -0.71506 0.1510 1.3320 1.0671 0.163
H -0.47756 -5.36503 3.35903 -0.6050 1.7619 -0.8732 0.112
H -0.13508 -4.61345 1.71983 -1.2466 0.0193 0.9613 0.090
H -1.91116 -5.05007 2.26437 1.7046 0.8134 0.1974 0.114
H -3.01895 -2.14785 -1.37277 1.4981 1.4645 -0.1557 0.136
H -4.26644 -0.27350 -0.91942 1.9108 0.4627 -0.5196 0.123
H -1.73388 0.15076 0.80526 -1.4685 0.3167 -0.5047 0.057
H -3.58144 0.54960 1.13048 1.6672 -0.2444 -1.0586 0.109
H -2.48892 1.73123 0.26552 -0.2720 -1.9010 0.3386 0.071
H 2.98685 -2.36051 -0.84234 -0.7704 0.9891 -1.1342 0.146
H 2.94590 -1.57910 -2.52559 -0.9449 0.0903 1.3550 0.117
H 1.79047 -3.90350 -1.63579 -0.5251 0.7318 -0.3786 0.107
H 0.95718 -4.04110 -4.01940 1.4633 1.0430 0.5785 0.101
H 1.89375 -2.45082 -4.26136 -0.2191 -1.2623 1.1896 0.084
H 2.79433 -3.96946 -3.59740 -1.5096 0.9797 -0.4951 0.104
H 1.43966 -0.03448 1.15331 0.6435 1.5212 -0.9981 0.125
H 2.55607 1.41124 1.22943 -1.0766 -0.6236 -1.3223 0.131
H -0.31357 1.75576 -0.08970 0.7448 0.2349 1.5658 0.087
H 0.82960 2.99604 0.62183 -0.9013 -1.6353 0.2392 0.137
H 0.08166 1.50526 4.18534 -0.2778 -0.6621 -0.6321 0.099
H -0.23349 0.11000 3.24519 0.4190 0.4388 0.3014 0.069
H 4.20662 0.06133 -1.80639 -0.8911 0.3917 1.5788 0.134
H 4.03061 -0.28772 0.03287 -0.8086 0.8601 -1.3962 0.144
H 4.99134 1.18958 1.43396 0.8368 0.2471 -1.2263 0.100
H 6.24850 0.90550 0.00438 -0.9694 0.7091 0.9755 0.108
H 5.87287 2.61996 0.63548 -0.7783 -1.6735 -0.4032 0.116
C 2.38798 -6.24536 6.56758 -0.0207 -0.1628 0.0557 -0.011
C 3.35685 -5.13352 6.26595 0.7213 0.1379 -0.0663 -0.557
O 4.55861 -5.33208 6.15167 -0.3053 -0.0496 -0.0140 0.027
N 2.85985 -3.87449 6.11919 0.0217 -0.4358 0.0199 0.001
C 1.48295 -3.43500 6.21453 0.4981 0.4022 -0.0743 -0.082
H 2.93254 -7.18558 6.65594 0.0415 0.2156 -0.0393 0.087
H 1.87683 -6.05153 7.51315 -0.1422 -0.0396 -0.1381 0.088
H 1.66190 -6.34088 5.75694 -0.1182 0.0113 0.1640 0.075
H 3.57006 -3.18452 5.91895 -0.0795 -0.0850 0.0798 0.139
H 1.20649 -2.97466 5.26619 -0.2221 -0.0225 0.2215 0.054
H 1.41777 -2.68673 7.00753 -0.3105 -0.0342 -0.0181 0.089
H 0.80096 -4.25439 6.43226 0.1427 0.0665 -0.0518 0.077
C -7.94506 0.57038 1.67234 -0.0600 -0.1207 0.1015 -0.012
C -8.12145 1.51775 0.51568 -0.4971 0.1092 -0.5789 -0.557
O -9.02638 1.38980 -0.29601 0.2411 -0.0685 0.2509 0.034
N -7.23389 2.54316 0.38746 -0.0971 -0.3537 0.1086 0.002
C -6.10502 2.86360 1.23421 -0.1289 0.3064 -0.4134 -0.080
H -8.72568 -0.18978 1.63949 0.0666 0.1791 -0.1160 0.087
H -6.97452 0.07274 1.60566 0.0033 0.0587 0.1918 0.073
H -8.02907 1.11184 2.61721 0.1680 -0.1076 0.0119 0.087
H -7.41738 3.13486 -0.41085 0.0108 -0.0476 0.1142 0.142
H -6.24665 3.87293 1.62574 0.2645 -0.0723 0.1903 0.087
H -5.20131 2.84228 0.62010 0.1841 0.0531 0.2436 0.068
H -5.99833 2.16500 2.06220 -0.1034 0.0533 -0.1086 0.074

68
Properties=species:S:1:pos:R:3:forces:R:3:lowdin_charge:R:1 method="wB97M-V/def2-TZVPD" gap_ev=4.70 charge=-1 de_lowest_kj_mol=10.3 fmax_ha_per_bohr=0.1213
In 0.10841 0.01106 -0.12308 -2.0876 0.0424 0.7475 0.202
Cl 2.06519 -0.03510 -1.50294 1.9384 -0.0437 -0.8368 0.096
N 0.29516 2.08651 -0.06384 -1.8704 3.2015 -2.9858 0.058
N 0.22802 -2.07062 -0.04128 -1.8609 -3.1912 -3.0144 0.059
C -0.26391 2.88156 -1.02436 2.4490 -3.8204 4.1831 -0.304
C -0.32426 -2.85868 -1.01223 2.4484 3.8425 4.2589 -0.305
C 1.20778 2.88932 0.72797 0.0314 0.2280 -0.1698 -0.568
C 1.48274 4.01863 -0.23707 0.3582 0.4562 -0.6721 -0.056
C 2.46796 2.15665 1.12699 0.6910 0.0093 0.1450 -0.047
C 0.45649 3.39705 1.93744 -0.5095 0.2964 0.4749 -0.019
H 2.97712 1.73067 0.25268 -0.1713 0.1071 0.2149 0.035
H 2.24785 1.34690 1.83195 -0.0998 0.1403 -0.1736 0.070
H 3.14927 2.86735 1.62607 -0.1488 -0.1906 -0.1022 0.092
H -0.42574 3.98975 1.63673 0.2953 -0.1692 0.0202 0.103
H 1.10728 4.03822 2.54422 -0.0334 -0.0322 0.0095 0.093
H 0.10696 2.56658 2.55519 0.1576 0.3463 -0.5547 0.038
C 1.10157 -2.88862 0.77966 -0.0761 -0.2198 -0.1117 -0.560
C 1.36310 -4.03854 -0.16298 0.3526 -0.5351 -0.6492 -0.057
C 0.30836 -3.35770 1.98451 -0.5198 -0.2240 0.4422 -0.018
C 2.37581 -2.19064 1.19016 0.7205 -0.0385 0.0991 -0.050
H 2.90330 -1.78122 0.32156 -0.1386 -0.1175 0.1240 0.037
H 3.03268 -2.92196 1.69580 -0.1584 0.2360 -0.1009 0.098
H 2.17483 -1.37874 1.89153 -0.0212 -0.1522 -0.3184 0.046
H -0.58407 -3.92811 1.66885 0.3071 0.1921 0.0562 0.103
H -0.02776 -2.50568 2.58727 0.1288 -0.3799 -0.4257 0.046
H 0.92810 -4.01123 2.60783 -0.0189 0.0034 0.0324 0.090
O 0.19949 -4.04656 -1.05093 0.5346 -1.9622 -0.2367 0.046
H 1.43240 -5.01611 0.32291 -0.0985 0.1222 -0.1429 0.132
H 2.24786 -3.86905 -0.80499 -0.3608 -0.0190 0.2514 0.143
O 0.29366 4.05351 -1.09132 0.5706 1.9146 -0.2693 0.046
H 2.34251 3.81212 -0.90181 -0.3514 0.0365 0.2535 0.143
H 1.59728 4.99839 0.23408 -0.1069 -0.1052 -0.1312 0.131
C -1.38955 2.51317 -1.86252 -0.4589 1.0261 -0.1834 -0.063
C -1.41338 -2.47479 -1.88948 -0.4902 -1.0156 -0.2906 -0.061
C -1.28106 -1.18229 -2.63568 -0.5636 0.6591 -1.6106 -0.208
H -2.32448 -2.43396 -1.26463 0.1830 0.1476 -0.0114 0.149
H -1.53727 -3.32402 -2.57264 -0.0907 0.2664 0.0931 0.111
C -1.03915 0.01968 -1.99862 1.4049 -0.0082 -0.2870 -0.201
C -1.27333 1.22955 -2.62391 -0.5814 -0.6722 -1.6750 -0.208
H -1.62543 0.03124 0.08149 -2.3633 0.0344 1.1420 -0.009
C -1.58864 1.24287 -3.99543 -0.0644 0.1783 0.7747 -0.234
C -1.69858 0.03486 -4.66209 -0.0490 0.0217 -0.3637 -0.038
C -1.82956 2.51342 -4.74404 -0.1231 0.3799 -0.6663 -0.072
C -1.59666 -1.17965 -4.00668 -0.0689 -0.2132 0.7520 -0.235
H -1.91904 0.04077 -5.72570 -0.0056 -0.0016 -0.0153 0.098
C -1.84612 -2.44139 -4.76769 -0.1231 -0.3713 -0.6595 -0.072
H -1.96964 -2.21576 -5.83580 0.0325 -0.0810 0.2005 0.069
H -2.76050 -2.95744 -4.44398 0.1404 0.0771 0.0022 0.081
H -1.01771 -3.15409 -4.68179 -0.0922 0.0643 0.0153 0.080
H -2.74333 3.02977 -4.41920 0.1401 -0.0773 0.0063 0.081
H -1.95012 2.29871 -5.81493 0.0333 0.0812 0.2054 0.069
H -0.99893 3.22223 -4.64824 -0.0923 -0.0668 0.0181 0.080
H -1.54099 3.36889 -2.53007 -0.0861 -0.2468 0.0668 0.111
H -2.27429 2.45900 -1.20212 0.1858 -0.1570 -0.0193 0.147
C 1.22888 -0.73057 3.96378 -0.2619 -1.4581 1.2713 -0.069
C -0.00772 -0.03410 3.32573 -0.1395 -0.0447 1.5245 -0.731
C -1.36836 -0.64081 3.66734 -0.6515 -1.0820 0.8431 -0.063
C -0.05064 1.26932 4.24522 -0.1346 -0.4370 1.1030 -0.096
O 0.05171 0.03463 1.99757 1.4246 1.0095 -0.0578 -0.278
H 1.11633 -0.77383 5.06334 0.0475 0.3366 -0.2239 0.073
H 2.15665 -0.19664 3.76126 -0.0405 0.1659 -0.1948 0.074
H 1.39685 -1.80328 3.74944 -0.1668 0.6283 -0.4144 0.056
H -1.44604 -0.84368 4.74447 -0.1653 0.0301 0.0085 0.073
H -2.16843 0.04499 3.38124 0.2152 0.2024 0.0152 0.082
H -1.63992 -1.57022 3.15089 0.4475 0.1487 -0.0767 0.068
H 0.88092 1.83539 4.26616 -0.0807 0.2646 -0.3636 0.066
H -0.94528 1.87581 4.10455 0.1946 0.3133 -0.4666 0.072
H -0.16260 0.94650 5.31621 0.0931 -0.0770 -0.8796 0.077

| no. | total energy (Ha) |
| --- | --- |
| 1 | -731.45334 |
| 2 | -510.59012 |
| 3 | -266.92341 |
| 4 | -541.62129 |
| 5 | -3542.62587 |
| 6 | -1922.21307 |